Record 1
The following is a DFT calculation (the ωB97M-V functional and the def2-TZVPD basis) of a structure of composition C46H80Br2N11O3PSi2.

Values from the calculation:
Highest occupied orbital energy   -8.22 eV
Multiplicity   1
E_tot   -8697.2652 Ha
Orbital gap   8.499 eV
Lowest unoccupied orbital energy   0.28 eV

Each line ends with the Löwdin charge.
Positions of all 145 atoms, in Å:
Br -1.42 5.14 3.13  0.732
Br -0.52 5.58 -0.18  0.726
P -2.45 2.44 0.51  0.581
Si 1.92 0.82 1.39  0.484
Si -0.64 2.40 1.92  0.371
O -3.53 2.43 4.84  -0.208
O -3.69 3.06 1.04  -0.500
O 0.50 1.60 1.01  -0.300
N -5.55 -2.42 -0.78  0.012
N 5.28 4.01 -2.50  0.004
N -1.41 -2.90 -5.72  0.008
N -5.42 -4.44 -4.62  0.006
N -7.43 -7.35 -1.17  0.004
N 1.64 9.20 -4.31  -0.002
N 1.12 -1.75 -0.51  0.087
N -2.47 -4.26 4.65  0.004
N 4.68 3.21 2.67  0.010
N -0.67 -1.40 1.17  0.103
N 0.72 -3.26 1.21  0.075
C 1.64 -1.00 1.77  -0.151
C -3.15 2.93 6.10  -0.127
C 6.91 -1.16 1.07  -0.232
C -3.67 -3.17 3.15  -0.110
C 2.73 1.57 2.90  -0.204
C 3.23 3.03 2.77  -0.319
C 2.95 9.01 -3.94  -0.143
C 5.44 -1.57 0.95  -0.225
C 7.45 -1.22 2.50  -0.272
C 1.64 7.56 -2.82  -0.119
C -0.37 -2.66 -4.87  -0.143
C -1.12 1.59 3.53  -0.228
C 0.02 4.14 2.28  -0.809
C -5.18 -5.55 -3.87  -0.141
C 8.90 -0.77 2.61  -0.112
C 0.72 4.89 1.16  -0.825
C 0.84 8.32 -3.63  -0.139
C 6.69 4.58 -4.11  -0.110
C -5.22 -0.30 -0.25  -0.113
C -8.09 -8.04 -0.19  -0.137
C -4.75 -0.52 -1.57  -0.115
C -9.11 -7.25 0.27  -0.108
C 0.79 -2.74 -5.59  -0.113
C -2.38 0.70 3.54  -0.209
C 7.44 4.13 -2.99  -0.112
C 0.44 -3.05 -6.93  -0.112
C 4.48 0.64 0.07  -0.242
C 2.98 8.00 -3.02  -0.114
C -3.76 -5.52 -5.62  -0.106
C 6.54 3.78 -2.01  -0.154
C 3.02 1.06 -0.10  -0.216
C 1.65 6.01 1.64  -0.134
C -3.78 -4.39 5.04  -0.143
C -0.93 -3.13 -6.98  -0.148
C -4.95 -1.84 -1.87  -0.150
C -2.40 -3.52 3.50  -0.143
C 5.37 4.50 -3.77  -0.141
C 0.69 -1.84 0.89  -0.719
C -3.35 1.04 4.67  -0.222
C -5.71 -1.49 0.21  -0.145
C -4.16 -6.25 -4.46  -0.095
C 4.72 -0.87 -0.20  -0.208
C -8.03 -6.13 -1.36  -0.158
C -9.08 -6.04 -0.48  -0.107
C -4.56 -4.41 -5.69  -0.156
C -4.55 -3.72 4.13  -0.108
H -5.81 -3.39 -0.70  0.136
H -1.98 2.93 -0.73  -0.044
H 2.69 5.76 1.42  0.076
H -2.09 -0.34 3.66  0.091
H 9.45 -0.95 1.68  0.069
H 8.51 4.06 -2.91  0.089
H 6.81 -0.58 3.12  0.099
H 5.10 1.22 -0.63  0.092
H -5.62 -3.64 4.16  0.089
H -3.01 0.59 5.61  0.121
H 2.79 3.51 1.88  0.068
H 7.03 -0.14 0.69  0.111
H -3.81 2.57 6.89  0.089
H -2.92 0.74 2.58  0.069
H -0.83 -0.49 0.75  0.038
H 6.69 3.39 -1.02  0.096
H -2.12 2.66 6.36  0.085
H -0.26 1.03 3.92  0.075
H 1.63 -3.63 0.95  0.080
H 0.76 4.07 3.09  0.044
H 1.28 4.15 0.58  0.052
H 1.11 -3.18 -7.76  0.089
H 1.33 -1.14 2.81  0.087
H 0.66 -3.38 2.22  0.064
H -1.59 -3.35 -7.80  0.104
H 4.99 3.28 1.71  0.054
H -5.75 -5.74 -2.98  0.074
H -6.17 -1.75 1.15  0.107
H 4.93 -1.32 1.89  0.095
H 4.43 3.84 -2.00  0.131
H -3.94 -2.57 2.30  0.073
H -6.11 -3.74 -4.42  0.141
H 7.53 -1.79 0.43  0.117
H 5.32 -0.98 -1.11  0.116
H 3.58 0.92 3.14  0.074
H 1.31 6.78 -2.16  0.033
H 2.96 2.14 -0.34  0.065
H -2.38 -2.91 -5.47  0.112
H -1.28 2.43 4.21  0.043
H 1.41 6.96 1.17  0.058
H 2.64 -1.45 1.68  0.070
H -5.21 0.63 0.29  0.085
H -1.46 -3.29 3.03  0.074
H -3.73 -7.17 -4.11  0.093
H -4.59 -3.60 -6.41  0.110
H 5.35 -2.66 0.84  0.113
H 2.87 3.62 3.62  0.101
H 2.06 1.48 3.76  0.071
H 3.76 -1.36 -0.40  0.081
H 4.48 4.74 -4.33  0.107
H -4.30 0.21 -2.23  0.089
H -0.22 8.31 -3.78  0.106
H 3.87 7.62 -2.54  0.086
H 1.56 6.14 2.71  0.077
H -3.22 4.02 6.04  0.083
H 5.18 2.44 3.10  0.059
H -2.59 1.06 0.18  -0.035
H -4.73 -2.42 -2.75  0.085
H 7.35 -2.24 2.88  0.108
H 9.43 -1.29 3.41  0.065
H -4.33 0.60 4.44  0.124
H -9.81 -7.52 1.04  0.091
H 7.08 4.93 -5.05  0.089
H 2.59 0.54 -0.96  0.076
H 1.32 9.88 -4.97  0.142
H 4.86 0.88 1.06  0.077
H 3.74 9.61 -4.37  0.104
H 0.61 -1.02 -0.99  0.076
H 1.79 -2.60 -5.19  0.088
H -2.98 -5.78 -6.31  0.095
H -4.05 -4.94 5.92  0.104
H -6.64 -7.69 -1.69  0.137
H -7.67 -5.44 -2.10  0.083
H -0.55 -2.45 -3.83  0.097
H -1.33 -2.06 0.76  0.085
H -9.74 -5.20 -0.38  0.091
H -7.77 -9.03 0.10  0.107
H 0.85 -2.62 -0.97  0.074
H 8.98 0.30 2.82  0.068
H -1.69 -4.65 5.14  0.141


Record 2
The following is a DFT calculation (the ωB97M-V functional and the def2-TZVPD basis) of a cluster of 3 separate species, C4H15NO2 in total.

Values from the calculation:
Highest occupied orbital energy   -9.05 eV
SMILES string   CC(C)CN.O.O
Multiplicity   1
E_tot   -366.6151 Ha
Orbital gap   9.583 eV
Relative energy (zero: lowest compared OMol25 entry of this formula, charge and spin)   94.76 kJ/mol
Lowest unoccupied orbital energy   0.54 eV

Each line ends with the natural charge from an NBO analysis.
Positions of all 22 atoms, in Å:
O -2.70 -0.75 -0.26  -0.946
O -1.21 -2.40 2.08  -0.936
N 2.27 -0.87 -0.17  -0.827
C 0.08 2.26 0.26  -0.607
C 0.93 1.28 -0.53  -0.242
C 0.31 0.85 -1.84  -0.620
C 1.29 0.06 0.38  -0.200
H -0.25 1.69 -2.28  0.208
H -2.12 -2.48 2.31  0.460
H 0.37 -0.51 0.54  0.182
H 3.10 -0.33 -0.45  0.340
H 2.01 -1.35 -1.03  0.354
H 0.35 2.22 1.32  0.218
H -0.94 1.87 0.31  0.188
H -1.26 -2.21 1.13  0.476
H -2.32 0.07 -0.53  0.472
H 0.09 3.24 -0.21  0.217
H 0.98 0.53 -2.64  0.219
H 1.95 1.64 -0.77  0.187
H 1.69 0.43 1.32  0.189
H -3.63 -0.57 -0.11  0.475
H -0.51 0.14 -1.72  0.193


Record 3
The following is a DFT calculation (the ωB97M-V functional and the def2-TZVPD basis) of the molecule C5H9N3.

Values from the calculation:
Highest occupied orbital energy (alpha / beta)   -4.11 / -9.73 eV
Multiplicity   3
E_tot   -359.8971 Ha
Orbital gap (alpha / beta)   4.883 / 7.694 eV
Relative energy (zero: lowest compared OMol25 entry of this formula, charge and spin)   276.56 kJ/mol
Lowest unoccupied orbital energy (alpha / beta)   0.77 / -2.03 eV

Each line ends with the Mulliken spin population.
Positions of all 17 atoms, in Å:
N -2.44 -1.23 -0.26  0.168
N -1.17 -1.61 -0.49  0.709
N -0.46 -0.59 -0.37  0.248
C 1.31 -0.70 -0.69  0.004
C 2.00 -1.07 0.68  0.033
C -0.39 1.82 0.21  0.002
C -2.45 0.07 0.02  0.160
C -1.11 0.53 -0.06  0.605
H 0.13 2.14 -0.73  0.055
H 1.27 0.42 -0.87  0.018
H -1.21 2.60 0.22  -0.003
H 1.35 -1.20 -1.61  -0.023
H 2.04 -2.22 0.71  0.006
H 1.21 -0.68 1.42  -0.008
H -3.47 0.49 0.11  -0.001
H 2.99 -0.52 0.82  -0.006
H 0.40 1.75 0.91  0.033